1.
DFT (wB97M-V/def2-TZVPD) results for C30H53NP2Y as an isolated structure.

Summary:
HOMO energy ... -0.3014 Eh
Kohn-Sham gap ... 4.9 eV
LUMO level ... -3.2822 eV

ORCA input file:
```
! wB97M-V def2-TZVPD RIJCOSX def2/J DEFGRID3
* xyz 1 1
Y -0.247 0.203 -0.178
C -2.109 1.757 0.285
C -2.559 0.843 -0.737
C -2.263 -0.359 1.238
C -2.005 1.024 1.518
C -2.660 -0.452 -0.141
C -2.071 3.235 0.143
H -1.691 3.511 -0.854
H -1.416 3.697 0.890
H -3.084 3.661 0.253
C -1.989 1.634 2.834
H -1.773 2.707 2.808
H -1.186 1.165 3.405
H -2.940 1.483 3.375
C -2.468 -1.443 2.214
H -3.533 -1.572 2.490
H -1.891 -1.236 3.112
H -2.102 -2.409 1.832
C -3.417 -1.622 -0.673
H -4.492 -1.479 -0.503
H -3.113 -2.540 -0.176
H -3.223 -1.729 -1.750
C -3.234 1.329 -1.939
H -4.182 1.784 -1.648
H -3.396 0.518 -2.663
H -2.634 2.083 -2.452
C 1.301 0.638 -3.220
C 0.280 1.502 -3.371
C -0.322 1.752 -4.731
C -1.198 0.608 -5.341
C -1.324 -0.688 -4.568
C -0.313 -1.518 -4.469
C 1.032 -1.189 -5.085
C 1.898 -0.063 -4.411
H 0.451 1.992 -5.473
H -0.783 0.387 -6.331
H -0.949 2.646 -4.675
H 2.176 0.645 -5.201
H 1.709 0.363 -2.239
H -0.188 2.025 -2.529
H 2.837 -0.529 -4.102
H 1.648 -2.094 -5.082
H -0.331 -2.452 -3.884
H 0.898 -0.900 -6.133
H -2.201 1.023 -5.490
H -2.293 -0.820 -4.060
P 1.503 2.065 0.769
C 1.143 2.850 2.393
H 2.027 3.476 2.658
H 0.971 2.060 3.148
H 0.226 3.465 2.308
C 3.228 1.505 0.976
H 3.839 2.335 1.414
H 3.635 1.158 0.007
H 3.228 0.661 1.671
C 1.713 3.547 -0.274
H 2.155 3.251 -1.244
H 2.378 4.256 0.286
H 0.721 3.997 -0.456
P 0.723 -2.309 -0.061
C -0.504 -3.580 -0.565
H 0.068 -4.447 -0.977
H -1.218 -3.176 -1.304
H -1.056 -3.881 0.356
C 2.379 -2.529 -0.851
H 2.303 -2.605 -1.960
H 2.868 -3.430 -0.395
H 3.000 -1.641 -0.625
C 1.092 -3.150 1.504
H 1.301 -4.224 1.279
H 0.252 -3.023 2.197
H 1.968 -2.708 1.966
C 3.461 -1.251 2.572
C 2.245 -0.854 3.385
C 2.485 -1.016 4.759
C 1.238 -0.848 5.406
C 0.302 -0.556 4.397
C -1.052 -0.419 5.009
N 0.915 -0.537 3.155
H 3.493 -1.282 1.506
H 3.760 -2.230 2.958
H 4.267 -0.593 2.912
H 3.466 -1.315 5.140
H 0.917 -0.938 6.454
H -1.231 -1.361 5.538
H -1.947 -0.168 4.497
H -0.913 0.321 5.805
*
```

***

2.
DFT (wB97M-V/def2-TZVPD) results for a single C17H20N2O3S molecule.

Summary:
HOMO energy ... -0.3215 Eh
Kohn-Sham gap ... 9.3 eV
SMILES ... CC(=O)Nc1cc(S(=O)(=O)Nc2ccccc2C)c(C)cc1C
LUMO level ... 0.5263 eV
Energy relative to the best compared isomer or geometry (same formula, charge and spin) ... 0.6606 eV

ORCA input file:
```
! wB97M-V def2-TZVPD RIJCOSX def2/J DEFGRID3
* xyz 0 1
C -0.333 -2.843 0.543
C 0.800 -3.331 -0.321
O 0.865 -4.461 -0.755
N 1.821 -2.459 -0.580
C 1.981 -1.108 -0.256
C 0.937 -0.199 -0.406
C 1.123 1.131 -0.096
C 2.352 1.613 0.335
C 3.392 0.698 0.458
C 3.234 -0.649 0.178
C 4.378 -1.605 0.330
H 4.077 -2.476 0.910
H 4.721 -1.951 -0.646
H 5.214 -1.123 0.829
H 4.359 1.051 0.788
C 2.539 3.062 0.633
H 2.227 3.657 -0.223
H 3.577 3.281 0.871
H 1.907 3.356 1.469
S -0.216 2.312 -0.302
O 0.061 3.126 -1.449
O -0.467 2.959 0.950
N -1.534 1.404 -0.757
C -2.231 0.463 -0.004
C -1.962 0.333 1.355
C -2.639 -0.605 2.113
C -3.583 -1.426 1.522
C -3.848 -1.297 0.169
C -3.187 -0.362 -0.614
C -3.490 -0.240 -2.079
H -3.854 0.760 -2.317
H -2.601 -0.432 -2.683
H -4.255 -0.957 -2.366
H -4.586 -1.936 -0.294
H -4.112 -2.161 2.108
H -2.426 -0.691 3.167
H -1.238 0.990 1.807
H -1.752 1.479 -1.735
H -0.013 -0.537 -0.782
H 2.612 -2.897 -1.038
H -0.020 -2.051 1.215
H -0.711 -3.688 1.113
H -1.149 -2.479 -0.079
*
```

***

3.
DFT (wB97M-V/def2-TZVPD) results for a single C3H4N4 molecule.

Summary:
HOMO energy ... -0.3417 Eh
Kohn-Sham gap ... 9.8 eV
SMILES ... Nc1cnnnc1
LUMO level ... 0.4751 eV
Energy relative to the best compared isomer or geometry (same formula, charge and spin) ... 3.0788 eV

ORCA input file:
```
! wB97M-V def2-TZVPD RIJCOSX def2/J DEFGRID3
* xyz 0 1
C 0.369 0.056 -0.092
C -0.480 1.241 -0.028
C -0.305 -1.153 -0.081
H 2.245 0.786 0.523
H 2.232 -0.866 -0.146
H -0.227 2.307 0.084
H 0.133 -2.134 -0.138
N 1.737 0.032 -0.059
N -1.771 1.096 -0.121
N -2.341 -0.131 0.015
N -1.592 -1.232 0.043
*
```

***

4.
DFT (wB97M-V/def2-TZVPD) results for a 11-piece molecular cluster, C28H44N13 overall.

Summary:
HOMO energy ... -0.3916 Eh
Kohn-Sham gap ... 6.5 eV
LUMO level ... -4.1845 eV

ORCA input file:
```
! wB97M-V def2-TZVPD RIJCOSX def2/J DEFGRID3
* xyz 1 1
N 6.895 -0.244 0.580
C 6.663 0.721 -0.564
C 5.841 2.046 -0.141
C 4.342 1.731 0.454
C 3.712 0.580 -0.491
C 2.104 0.510 -0.491
C 1.185 1.433 -1.374
C -0.302 1.049 -1.146
N -0.727 0.021 -0.259
N -0.034 -0.770 0.557
C 1.345 -0.496 0.410
H 6.028 -0.749 0.834
H 7.563 -0.955 0.234
H 7.730 1.087 -0.878
H 6.243 0.178 -1.506
H 5.694 2.747 -1.068
H 6.487 2.657 0.618
H 3.724 2.725 0.463
H 4.497 1.425 1.561
H 4.044 0.821 -1.587
H 4.125 -0.440 -0.135
H 1.565 2.232 -2.099
H -1.103 1.644 -1.743
H -1.763 -0.159 -0.224
H 2.032 -1.154 1.094
C 3.177 1.388 5.282
C 3.578 0.566 4.085
N 3.897 -0.089 3.129
H 3.972 1.366 6.031
H 3.001 2.422 4.981
H 2.263 0.984 5.723
C -5.362 0.064 -0.365
C -4.130 0.201 -1.222
N -3.148 0.309 -1.908
H -5.108 -0.431 0.575
H -5.775 1.050 -0.146
H -6.114 -0.530 -0.888
C 1.496 -4.334 0.457
C 2.936 -4.009 0.145
N 4.084 -3.752 -0.103
H 0.989 -3.446 0.840
H 0.987 -4.673 -0.448
H 1.447 -5.123 1.209
C -0.564 -0.785 3.856
C -0.218 0.141 4.991
N 0.059 0.880 5.897
H -1.284 -0.304 3.191
H 0.336 -1.032 3.290
H -1.002 -1.706 4.249
C 2.385 4.925 -2.997
C 3.686 4.864 -2.239
N 4.724 4.815 -1.636
H 2.444 5.685 -3.778
H 2.176 3.957 -3.457
H 1.569 5.178 -2.316
C -3.471 4.507 -1.243
C -3.861 3.495 -0.194
N -4.171 2.687 0.643
H -3.581 5.517 -0.848
H -2.424 4.349 -1.534
H -4.099 4.398 -2.122
C -1.574 -7.470 1.387
C -0.629 -6.597 2.172
N 0.125 -5.901 2.799
H -2.219 -8.027 2.069
H -2.194 -6.854 0.735
H -1.007 -8.176 0.776
C -1.153 3.959 -5.555
C -0.811 4.879 -4.412
N -0.538 5.613 -3.500
H -1.868 4.445 -6.221
H -0.250 3.715 -6.119
H -1.593 3.036 -5.171
C -8.053 4.165 -0.620
C -6.610 4.469 -0.923
N -5.451 4.711 -1.165
H -8.549 5.060 -0.239
H -8.562 3.836 -1.528
H -8.117 3.375 0.131
C -4.007 -10.573 0.290
C -3.856 -9.102 0.007
N -3.736 -7.928 -0.218
H -3.153 -10.930 0.871
H -4.923 -10.751 0.857
H -4.056 -11.129 -0.649
*
```

***

5.
DFT (wB97M-V/def2-TZVPD) results for a 3-piece molecular cluster, C6H11NO2 overall.

Summary:
HOMO energy (spin up / spin down) ... -0.2816 / -0.2627 Eh
Kohn-Sham gap (spin up / spin down) ... 7.4 / 6.2 eV
LUMO level (spin up / spin down) ... -0.2746 / -0.9658 eV
Energy relative to the best compared isomer or geometry (same formula, charge and spin) ... 5.8892 eV

ORCA input file:
```
! wB97M-V def2-TZVPD RIJCOSX def2/J DEFGRID3
* xyz 0 1
C -0.006 -1.009 -1.181
C -2.177 0.291 0.094
C -1.308 -0.679 0.469
N -0.175 -0.284 -2.360
O -1.037 -1.483 1.309
H 0.223 0.645 -2.385
H -1.117 -0.276 -2.721
H -0.629 -1.898 -1.170
H 1.009 -1.286 -0.922
H -0.775 1.695 0.112
H -2.185 0.677 -0.913
H -3.069 0.420 0.696
C 0.941 0.910 0.130
C 1.060 0.477 1.481
C 2.070 -0.311 1.890
O 0.126 1.868 -0.289
H 1.793 0.767 -0.528
H 0.275 0.766 2.170
H 2.858 -0.621 1.212
H 2.126 -0.669 2.908
*
```

***

6.
DFT (wB97M-V/def2-TZVPD) results for C29H27AsCl2N7NaO4 as an isolated structure.

Summary:
HOMO energy ... -0.0796 Eh
Kohn-Sham gap ... 6.0 eV
LUMO level ... 3.8408 eV
Energy relative to the best compared isomer or geometry (same formula, charge and spin) ... 1.2726 eV

ORCA input file:
```
! wB97M-V def2-TZVPD RIJCOSX def2/J DEFGRID3
* xyz -2 1
Na -0.051 0.630 -0.651
O 3.903 -0.189 -2.458
C 2.840 0.254 -1.964
N 2.255 -0.094 -0.843
C 2.960 -1.096 -0.097
C 2.099 -2.078 0.630
C 2.687 -2.998 1.512
C 1.895 -3.945 2.126
C 0.534 -3.963 1.848
C 0.041 -2.994 0.991
N 0.796 -2.081 0.411
C 2.141 1.374 -2.686
C 2.907 2.294 -3.406
C 2.273 3.312 -4.088
C 0.888 3.378 -4.048
C 0.217 2.421 -3.303
N 0.820 1.450 -2.642
H 3.633 -0.622 0.640
H 3.614 -1.676 -0.777
H 3.754 -2.963 1.695
H 2.320 -4.663 2.820
H -0.121 -4.696 2.297
H -1.014 -2.924 0.760
H 3.981 2.193 -3.402
H 2.843 4.055 -4.634
H 0.352 4.158 -4.573
H -0.863 2.419 -3.234
O -4.118 -0.559 -1.018
C -3.020 -0.146 -0.621
O -2.015 0.160 -1.281
C -2.924 0.000 0.916
C -4.063 0.485 1.612
C -4.053 0.530 2.974
C -2.916 0.060 3.670
C -2.823 0.007 5.074
C -1.678 -0.436 5.682
C -0.590 -0.866 4.907
C -0.662 -0.855 3.540
C -1.822 -0.393 2.881
N -1.849 -0.406 1.535
H -4.917 0.805 1.036
H -4.899 0.906 3.537
H -3.676 0.318 5.666
H -1.606 -0.471 6.763
H 0.313 -1.203 5.398
H 0.156 -1.184 2.921
Cl 1.594 2.879 4.464
C 0.667 2.217 3.129
Cl 1.642 1.182 2.079
H 0.294 3.049 2.537
H -0.146 1.632 3.555
C -0.263 -1.114 -4.258
As -0.148 -1.668 -2.373
C -1.788 -2.764 -2.403
C 1.054 -3.205 -2.739
H -0.560 -1.932 -4.918
H 0.705 -0.730 -4.583
H -0.990 -0.310 -4.338
H -1.763 -3.536 -3.176
H -2.633 -2.104 -2.575
H -1.938 -3.244 -1.435
H 0.734 -3.786 -3.608
H 1.092 -3.873 -1.876
H 2.063 -2.839 -2.919
O -0.440 2.457 0.377
N -0.939 3.620 0.210
C -0.213 4.577 -0.356
C -0.773 5.854 -0.475
N -1.171 6.933 -0.579
C 1.130 4.507 -0.784
N 2.245 4.492 -1.072
*
```

***

Sequential max |F| output: 0.0451, 0.0168, 0.0557, 0.2576, 0.0121, 0.0399 hartree/bohr